Record 1
40
Properties=species:S:1:pos:R:3:forces:R:3 method="wB97M-V/def2-TZVPD" total_energy_ha=-4232.3577 de_lowest_kcal_mol=25.1 molar_mass_g_mol=541.13 total_charge=-2 orbital_gap_ev=4.74
Ga -0.19546 -1.07203 0.67862 2.1 -1.7 0.6
O -1.30733 -0.10642 1.98418 -1.9 2.6 -0.4
C -2.01223 0.95610 1.81018 1.4 -2.1 1.2
C -2.22561 1.62865 0.58566 -0.7 0.5 -1.4
C -3.03283 2.81736 0.55682 0.6 -0.7 -0.5
C -3.17665 3.48725 -0.65469 -0.1 -0.5 0.4
C -2.74007 2.94669 -1.88056 0.9 -0.1 -0.6
C -1.96322 1.81118 -1.88312 0.0 0.1 -0.2
C -1.67270 1.09952 -0.67132 0.4 -0.1 0.8
O -0.91818 0.05151 -0.72028 -0.9 1.4 0.0
N -3.73669 4.80443 -0.66478 -1.1 2.6 -0.6
O -3.70240 5.51077 -1.72677 0.0 -2.0 2.5
O -4.21584 5.23230 0.39748 0.6 -0.4 -1.4
H -2.45028 1.37336 2.74696 0.2 -0.2 -0.6
H -3.55320 3.16795 1.45582 0.5 0.0 -0.4
H -2.96262 3.49709 -2.82231 0.3 -0.5 1.0
H -1.46182 1.45254 -2.79363 -0.5 0.0 0.4
S 1.38514 -1.57150 2.38804 -0.3 0.7 -1.1
C 0.25611 -2.37660 3.40878 -0.2 -0.7 2.2
S -1.06376 -3.24744 2.86277 -0.4 0.4 -0.8
C 0.51571 -2.36207 4.82152 -0.2 0.2 -0.9
C -0.46988 -2.76972 5.75109 -2.3 -1.1 2.1
N -1.28982 -3.07307 6.55212 2.3 0.8 -2.1
C 1.65103 -1.75751 5.39651 1.0 1.1 0.4
N 2.55067 -1.19319 5.87768 -0.7 -0.7 -0.4
O 3.83824 -2.15110 -4.96216 0.9 1.1 1.0
C 4.30715 -1.38897 -4.06352 1.5 -0.1 -1.3
O 5.45032 -0.84077 -3.93786 -1.2 -0.7 -0.5
C 3.39203 -1.11400 -2.91469 -1.3 0.3 0.7
C 3.59546 -0.17910 -1.89158 1.0 -0.2 -0.7
C 2.79966 -0.11360 -0.78152 0.4 0.7 0.8
N 1.71268 -0.87855 -0.64359 -0.8 -0.3 0.2
C 1.44451 -1.73068 -1.63112 -0.3 0.0 -0.8
C 2.22951 -1.83047 -2.80113 -1.6 -1.1 1.3
C 0.17006 -2.61874 -1.51629 0.6 -0.5 -1.6
O -0.11625 -3.30976 -2.49853 0.1 0.8 1.6
O -0.48163 -2.59347 -0.38847 0.0 0.4 -0.3
H 4.45648 0.46050 -1.97527 0.3 0.1 0.1
H 3.14864 0.55402 0.04475 -0.9 -0.6 -0.6
H 1.84508 -2.57246 -3.49578 0.6 0.3 -0.2

---

Record 2
34
Properties=species:S:1:pos:R:3:forces:R:3 method="wB97M-V/def2-TZVPD" total_energy_ha=-614.5811 de_lowest_kcal_mol=3.6 molar_mass_g_mol=175.25 total_charge=+1 orbital_gap_ev=9.86
C -0.59346 0.88483 2.42037 0.2 0.1 0.3
C -0.89160 2.17444 1.65803 -0.2 -0.3 -0.1
C -0.00180 2.42240 0.44078 0.1 -0.2 -0.1
C 0.15570 1.22385 -0.51554 0.1 0.5 0.3
C -1.18598 0.77659 -1.05723 0.1 -0.1 0.3
N -1.01867 -0.22888 -2.15332 -0.5 -0.7 1.1
N 0.76565 0.78111 2.97128 -0.5 0.3 0.1
H -1.30189 0.80521 3.24542 0.1 -0.1 0.0
H -0.77060 0.00809 1.79639 0.0 -0.1 -0.1
H -1.94702 2.11658 1.36770 0.0 0.1 -0.1
H -0.81376 3.03636 2.32285 0.0 0.0 0.1
H 0.99831 2.71291 0.76921 0.0 0.0 0.0
H -0.38732 3.28711 -0.10313 0.0 0.0 -0.1
H 0.84010 1.52178 -1.31355 -0.1 -0.1 -0.1
H 0.64754 0.40499 0.01550 -0.1 -0.1 -0.1
H -1.76309 0.30282 -0.26555 -0.1 -0.1 -0.1
H -1.78026 1.61816 -1.40535 0.0 0.0 -0.3
H -1.92903 -0.66218 -2.38506 0.0 0.3 -0.3
H -0.61547 0.19615 -2.97534 0.2 0.0 -0.3
H -0.37336 -1.00591 -1.84701 0.2 0.6 -0.6
H 0.82218 1.27148 3.85180 0.2 0.2 0.0
H 1.43280 1.16112 2.32130 0.2 0.6 0.0
H 2.39292 -1.94686 0.77738 0.3 -0.2 -0.1
H 3.72475 -2.10292 -0.05550 -0.7 0.0 0.0
O 2.75335 -2.17002 -0.11447 0.5 0.2 0.2
H 1.95336 -0.60627 2.61855 -0.7 -0.8 0.3
H 2.13094 -2.05910 3.18548 -0.3 0.5 -1.0
O 1.85167 -1.55521 2.38530 0.9 -0.6 0.6
H 1.35561 -2.42845 -2.80524 0.2 0.1 0.3
H 1.84154 -1.75021 -1.45210 0.3 -0.4 0.0
O 1.26752 -1.64840 -2.24405 -0.6 0.2 -0.3
H -3.90777 -1.01528 -3.91129 0.2 0.1 0.0
H -4.27653 -1.58699 -2.56128 0.3 0.2 0.0
O -3.61088 -1.02708 -2.99312 -0.5 -0.4 0.0

---

Record 3
15
Properties=species:S:1:pos:R:3:forces:R:3 method="wB97M-V/def2-TZVPD" total_energy_ha=-287.7474 de_lowest_kcal_mol=53.4 smiles="C=CC.NC=O" molar_mass_g_mol=87.12 total_charge=0 orbital_gap_ev=10.36
C 0.40773 -0.77829 2.23021 -0.3 0.3 -0.5
C 1.07716 -0.93774 1.07961 -0.9 -0.9 -0.3
C 1.33715 -2.27289 0.34149 2.1 0.2 2.9
H 0.19633 0.22988 2.54699 0.3 0.3 0.2
H -0.12316 -1.50475 2.87393 0.7 -0.1 -0.8
H 1.47884 -0.07463 0.51988 -0.4 -0.2 0.7
H 0.46761 -2.88028 0.07717 0.2 0.6 -0.6
H 1.85391 -2.91689 1.16556 -0.6 0.8 -1.5
H 2.13624 -2.00215 -0.38982 -1.1 -1.0 0.0
N -1.17983 2.63300 -1.25406 -1.3 1.7 -4.1
C -1.72234 1.78230 -2.18962 -2.6 -0.5 0.5
O -1.78868 0.56418 -2.11075 0.8 1.4 0.0
H -0.79295 2.27263 -0.48546 2.1 -1.8 3.4
H -0.87178 3.56048 -1.54289 -0.4 -0.5 0.2
H -2.47623 2.32517 -2.86225 1.5 -0.3 0.0

---

Record 4
189
Properties=species:S:1:pos:R:3:forces:R:3 method="wB97M-V/def2-TZVPD" total_energy_ha=-3566.4808 de_lowest_kcal_mol=61.9 smiles="CC1(C)CCCC(C)(C)N1O.CC1(C)CCCC(C)(C)N1O.CC1(C)CCCC(C)(C)N1O.CC1(C)CCCC(C)(C)N1O.CC1(C)CCCC(C)(C)N1O.C[C@H]1COC(=O)O1.C[C@H]1COC(=O)O1.C[C@H]1COC(=O)O1" molar_mass_g_mol=1092.55 total_charge=0 orbital_gap_ev=8.07
C 0.11427 -6.57022 -0.50363 0.2 -0.7 -0.2
C -1.17292 -5.75336 -0.27655 0.8 -0.3 -0.9
C -1.85325 -5.43530 -1.62879 -0.6 0.9 0.7
C -2.22201 -6.60703 0.48529 1.0 -0.8 -0.3
C -1.97899 -6.69157 1.97717 -1.2 0.7 1.4
C -1.87771 -5.28154 2.52606 0.0 0.8 -1.6
C -0.76756 -4.42625 1.88475 1.7 -1.7 0.1
C -0.87229 -2.98717 2.44686 -0.2 -0.8 -0.1
C 0.59617 -5.10191 2.24789 -0.1 0.3 -0.5
N -0.90530 -4.46949 0.40863 -2.0 0.3 1.2
O 0.11031 -3.69220 -0.17934 0.0 -0.2 -0.4
H 0.21806 -7.39903 0.20152 0.0 0.2 0.2
H 0.10380 -7.06948 -1.47559 -0.1 0.2 -0.1
H 1.03270 -5.98605 -0.47159 -0.1 0.2 0.0
H -2.31015 -6.32878 -2.05186 0.2 -0.1 -0.1
H -2.65634 -4.75355 -1.32503 -0.2 -0.1 -0.3
H -1.30556 -4.87929 -2.38936 0.6 -0.3 0.1
H -3.22371 -6.32062 0.16111 -0.1 0.5 0.7
H -2.17489 -7.64421 0.13572 0.3 0.1 -0.5
H -2.90140 -7.02713 2.46588 0.1 -0.6 -0.2
H -1.19300 -7.33619 2.37161 0.2 -0.1 -0.7
H -1.78950 -5.19031 3.60714 -0.2 -0.1 0.0
H -2.79227 -4.83982 2.10629 -0.2 0.4 0.9
H -1.83174 -3.02584 2.96519 -0.1 0.9 -0.1
H -0.82190 -2.21515 1.68068 -0.2 0.0 0.0
H -0.10638 -2.75448 3.18701 0.1 -0.2 0.0
H 1.34458 -4.63263 1.60531 0.4 0.3 0.6
H 0.66954 -6.14970 1.95739 -0.5 0.0 0.0
H 0.79843 -5.08252 3.32009 0.2 0.4 0.0
H -0.40037 -2.94387 -0.51230 0.3 0.1 0.0
C -1.50196 1.74469 5.92418 -0.7 0.3 -0.3
C -0.66621 0.46618 5.88866 0.0 0.1 0.9
C -0.17823 0.17803 4.46052 -1.2 1.3 -0.6
C 0.60593 0.71686 6.75670 0.7 -0.5 -1.4
C 0.49401 0.60456 8.26778 -0.7 0.2 -2.3
C -0.30363 -0.67013 8.61757 0.6 0.9 1.5
C -1.60564 -1.00025 7.82009 1.2 1.1 0.4
C -1.92914 -2.48472 7.95203 -0.7 -0.6 -0.4
C -2.73291 -0.14674 8.42154 -1.0 0.0 -1.9
N -1.31383 -0.74654 6.38610 0.5 -0.9 0.7
O -2.46354 -1.08720 5.62582 -0.1 0.5 -0.4
H -1.70135 2.09353 6.93850 0.3 0.0 0.1
H -0.96525 2.53063 5.38815 0.0 0.1 0.1
H -2.49256 1.68339 5.46482 0.1 -0.4 -0.2
H 0.21895 -0.80169 4.20545 0.6 0.1 0.7
H -0.99784 0.28480 3.73685 -0.2 0.1 0.2
H 0.45002 1.04101 4.22875 0.6 -0.5 -0.3
H 1.28249 0.00202 6.27197 0.4 -0.3 0.9
H 1.07009 1.67288 6.49012 -0.4 0.1 -0.1
H 1.49893 0.73714 8.66812 -0.1 -0.7 0.4
H -0.00907 1.53277 8.55965 -0.4 -0.3 0.4
H -0.54360 -0.34775 9.63884 -0.7 -1.1 0.2
H 0.34973 -1.53652 8.72068 0.1 0.0 -0.3
H -1.02834 -3.08867 7.84848 0.0 0.0 0.3
H -2.61173 -2.83835 7.17478 0.2 0.4 -0.4
H -2.53018 -2.76042 8.82054 0.7 0.3 0.5
H -3.18435 -0.64432 9.27425 0.1 0.3 0.2
H -3.47235 -0.08754 7.61041 -0.4 -0.3 0.4
H -2.53503 0.91519 8.56559 0.6 -0.2 0.6
H -2.08502 -1.50269 4.84018 -0.2 -0.1 0.1
C -6.94340 -1.56501 0.37280 -1.0 0.4 1.5
C -5.81665 -0.53657 0.37532 0.1 -0.9 -1.1
C -6.10404 0.56848 1.37945 -0.5 0.6 0.2
C -4.54065 -1.30433 0.83825 -0.3 -0.1 0.0
C -3.89307 -2.21333 -0.20887 -0.1 1.3 -0.5
C -3.61078 -1.34071 -1.43539 -0.5 -0.5 0.9
C -4.86156 -0.63678 -2.00381 0.3 0.4 -0.6
C -4.18857 0.51116 -2.80809 -0.2 0.6 0.0
C -5.72337 -1.55109 -2.91741 0.5 0.4 0.9
N -5.59579 0.05005 -0.95174 1.2 0.4 1.5
O -6.79043 0.71249 -1.38772 0.4 -0.7 -0.5
H -7.14351 -1.74204 1.43833 0.1 -0.4 0.0
H -7.90240 -1.14274 0.06589 0.2 -0.1 -0.6
H -6.73522 -2.53250 -0.07640 0.1 0.2 -0.3
H -6.01601 0.15619 2.38602 0.2 0.2 0.1
H -5.47604 1.44760 1.22019 0.6 -0.4 0.2
H -7.09219 1.03573 1.33272 -0.3 -0.6 -0.3
H -3.83969 -0.57166 1.24471 0.2 -0.1 -0.1
H -4.85996 -1.97680 1.63841 0.0 0.4 0.4
H -2.92618 -2.58075 0.13907 -0.2 -0.4 0.2
H -4.56983 -3.03581 -0.44706 0.2 -0.2 0.0
H -3.08604 -1.90577 -2.20844 -0.2 0.1 -0.2
H -2.92005 -0.56490 -1.10024 0.1 0.0 0.0
H -3.66589 1.13568 -2.08245 0.1 -0.1 0.1
H -4.86853 1.23080 -3.28033 -0.2 -0.4 -0.3
H -3.44898 0.18268 -3.53966 -0.2 -0.2 -0.2
H -4.98940 -2.24568 -3.32486 -0.4 0.1 -0.9
H -6.27709 -0.89341 -3.58448 0.2 -0.4 -0.6
H -6.47824 -2.14582 -2.40420 0.2 0.1 0.4
H -6.43917 1.17072 -2.16277 -0.4 0.3 0.2
C 2.97726 5.01356 -9.22581 0.6 0.3 0.4
C 1.84643 5.62578 -8.39957 -1.8 -0.7 -0.1
C 2.01945 7.14855 -8.26789 1.0 -0.3 0.0
C 0.52593 5.36224 -9.18500 -0.2 0.7 -0.8
C -0.74179 5.40148 -8.34386 1.0 1.9 -0.1
C -0.58890 4.47620 -7.16240 -0.8 0.4 -1.2
C 0.56622 4.83422 -6.22128 -1.7 0.2 -0.8
C 0.22128 6.11307 -5.45664 0.4 1.4 -1.1
C 0.61192 3.69017 -5.19232 0.7 -0.1 0.0
N 1.70334 4.92662 -7.12972 1.0 -1.6 0.9
O 2.93593 4.70365 -6.44659 -0.3 0.7 0.1
H 2.94861 3.93324 -9.36598 -0.6 0.0 0.1
H 2.95817 5.48974 -10.20671 0.2 0.0 0.0
H 3.93946 5.17983 -8.73659 0.0 0.3 -0.2
H 2.85826 7.30546 -7.58326 0.0 0.3 0.0
H 2.31560 7.55338 -9.23735 0.0 0.1 0.0
H 1.15695 7.70465 -7.90785 -0.1 -0.3 0.0
H 0.52064 6.16835 -9.92876 -0.3 0.0 -0.1
H 0.50376 4.45737 -9.79917 0.5 -0.3 0.4
H -0.86212 6.43856 -7.99400 0.1 -0.1 0.2
H -1.64586 5.29595 -8.94514 0.1 -0.7 0.0
H -0.30788 3.53316 -7.64357 -0.6 -0.5 0.7
H -1.58203 4.54731 -6.70829 0.3 -0.9 0.6
H -0.73752 6.10709 -4.93973 0.4 -0.5 0.7
H 0.04775 6.95355 -6.13984 0.2 -0.2 -0.3
H 1.08671 6.46164 -4.88801 -0.4 -0.2 0.7
H 0.90947 4.06432 -4.21110 0.1 -0.1 0.0
H 1.28412 2.87692 -5.46689 0.1 0.1 -0.2
H -0.38553 3.26183 -5.09458 -0.1 0.1 0.0
H 2.95990 5.38902 -5.75984 0.3 0.0 -0.1
C 3.76124 0.12215 0.09171 1.0 -1.4 0.2
C 2.40941 -0.54323 0.33798 -0.4 0.5 0.6
C 2.61596 -1.77740 1.22659 0.3 -0.3 -0.5
C 1.52856 0.42088 1.17804 0.5 -0.3 0.8
C 0.82635 1.51310 0.43903 0.2 0.8 -1.6
C 0.17943 1.04700 -0.87582 -0.5 0.1 0.7
C 1.04417 0.05262 -1.71591 -1.5 0.3 -0.2
C -0.02159 -0.74522 -2.47548 0.3 -1.0 -1.3
C 1.88358 0.89102 -2.67777 1.3 -0.3 -0.1
N 1.68345 -0.94607 -0.86446 -0.8 0.8 1.3
O 2.27968 -1.99712 -1.57471 0.4 0.4 -0.2
H 3.77580 0.99976 -0.54702 -0.1 0.0 0.1
H 4.26027 0.28902 1.05084 -0.3 0.6 0.1
H 4.41883 -0.66622 -0.29994 -0.1 0.3 -0.7
H 3.23059 -1.55913 2.10230 -0.1 0.3 0.0
H 1.67270 -2.20720 1.56374 -0.1 0.1 -0.1
H 3.12923 -2.55032 0.65070 0.0 0.0 0.0
H 0.87841 -0.17915 1.82126 -0.4 0.1 -0.4
H 2.22466 0.88846 1.88254 0.0 0.0 0.1
H 0.17624 2.16542 1.02820 -0.4 -0.6 0.3
H 1.55046 2.26772 0.09778 0.4 -0.3 0.2
H -0.06754 1.96163 -1.42532 0.5 -0.2 -0.5
H -0.82484 0.62274 -0.77841 0.2 -0.4 0.7
H -0.63017 -1.38276 -1.83066 -0.2 0.5 0.4
H 0.41426 -1.49636 -3.14372 0.3 0.3 -0.2
H -0.66824 -0.12996 -3.10323 0.0 0.2 0.2
H 2.44290 1.70123 -2.20169 -0.5 0.2 0.3
H 1.25760 1.30565 -3.46593 0.0 0.0 0.0
H 2.70992 0.33793 -3.13609 -0.4 -0.4 -0.2
H 1.63213 -2.69981 -1.45931 0.2 -0.4 0.0
C 4.35702 -4.66995 2.44011 -0.3 1.3 0.0
C 4.86923 -4.80323 1.03887 0.0 -1.6 0.0
C 5.67771 -6.08942 0.86363 -0.5 -0.2 -0.2
O 5.38247 -6.45653 -0.48692 0.6 0.1 0.3
C 4.16161 -5.97924 -0.78110 0.3 0.2 -0.3
O 3.60718 -6.28772 -1.78135 -0.8 0.3 0.0
O 3.73437 -5.11057 0.18507 0.4 -0.1 -0.7
H 5.18239 -4.60055 3.14874 -0.1 -0.2 0.1
H 3.64223 -5.45691 2.67150 0.3 -0.3 0.0
H 3.77363 -3.74955 2.49999 0.1 0.0 0.2
H 5.42281 -3.96805 0.60687 -0.2 0.3 0.2
H 5.23668 -6.87926 1.47749 0.3 0.1 0.3
H 6.75069 -6.02071 1.01696 0.0 0.1 -0.1
C 7.61523 -0.09435 2.08596 -0.5 0.2 0.8
C 7.70939 1.42465 1.95871 -0.6 0.3 -2.0
C 7.56677 1.96840 0.47736 1.8 -0.8 1.7
O 6.43618 2.79122 0.49098 -1.2 0.2 -0.5
C 5.76852 2.69243 1.67145 1.5 -1.1 0.2
O 4.70608 3.09967 1.97501 -0.5 0.7 -0.5
O 6.54486 1.98452 2.52772 -0.4 0.0 1.3
H 6.62615 -0.41997 1.75444 0.0 0.2 -0.4
H 7.59975 -0.33773 3.15088 0.3 -0.1 0.0
H 8.36420 -0.70192 1.58318 0.2 0.4 -0.1
H 8.59825 1.91554 2.34843 0.0 -0.4 0.7
H 7.57084 1.09265 -0.16906 -0.7 0.4 -0.6
H 8.46603 2.56403 0.33556 -0.2 0.2 -0.7
C -2.61635 5.32492 0.34190 0.4 1.4 -1.0
C -1.37328 6.20092 0.13176 1.4 -1.1 1.7
C -0.23268 5.56946 -0.68684 -1.1 -0.2 0.8
O -0.21939 6.38127 -1.85214 1.4 -1.3 -1.2
C -0.91002 7.48983 -1.69149 -1.4 1.2 1.0
O -1.02086 8.44495 -2.39502 0.6 -0.7 -0.4
O -1.57493 7.42726 -0.50525 -0.7 0.5 0.1
H -3.05971 5.23779 -0.65324 -0.3 -0.5 0.1
H -3.32523 5.85549 0.97439 0.0 -0.1 0.1
H -2.34761 4.36480 0.77370 0.0 0.0 -0.1
H -0.86104 6.36092 1.08749 -0.7 0.5 0.3
H -0.48795 4.51455 -0.80700 0.3 0.1 -1.0
H 0.69347 5.61581 -0.11813 0.3 0.3 -0.5

---

Number 1: HOMO level -0.09799 hartree. Number 2: HOMO level -0.45741 hartree. Number 3: HOMO level -0.34820 hartree. Number 4: HOMO level -0.28760 hartree.